{"formula": "C53H59AsN6S3Sc", "method": "wB97M-V/def2-TZVPD", "de_lowest_kcal_mol": 0.00, "e_lumo_ev": 1.764, "charge": -1, "homo_lumo_gap_ev": 5.96, "energy_ev": -178909.004, "symbols": ["Sc", "C", "S", "C", "S", "N", "N", "C", "C", "C", "C", "C", "C", "N", "H", "H", "H", "H", "H", "H", "H", "H", "S", "C", "C", "C", "C", "C", "C", "C", "C", "C", "N", "H", "H", "H", "H", "H", "H", "C", "C", "C", "C", "C", "C", "C", "C", "N", "C", "C", "C", "C", "H", "H", "H", "H", "H", "H", "H", "H", "H", "H", "H", "H", "H", "H", "H", "H", "H", "H", "C", "C", "C", "C", "C", "C", "As", "N", "C", "C", "C", "C", "C", "C", "C", "C", "C", "C", "C", "C", "C", "C", "C", "C", "C", "C", "H", "H", "H", "H", "H", "H", "H", "H", "H", "H", "H", "H", "H", "H", "H", "H", "H", "H", "H", "H", "H", "H", "H", "H", "H", "H", "H"], "xyz": [[-1.14079, 1.06484, -0.14088], [-0.23352, -2.21694, -5.22990], [0.62317, -0.71832, -4.70805], [-0.18885, -0.30985, -3.20583], [0.50451, 0.98752, -2.38147], [-1.24488, -1.03530, -2.90365], [-1.82171, -0.70673, -1.71664], [-2.77930, -1.48203, -1.36423], [-3.42540, -1.28161, -0.08350], [-4.48393, -2.09701, 0.30518], [-5.10868, -1.85543, 1.51299], [-4.66823, -0.79561, 2.28832], [-3.60458, -0.03111, 1.83221], [-2.97475, -0.27191, 0.68262], [0.22446, -2.50734, -6.17552], [-1.29636, -2.03644, -5.36769], [-0.08986, -3.00745, -4.49673], [-3.07976, -2.31120, -2.00225], [-4.79833, -2.90061, -0.34714], [-5.93336, -2.47630, 1.84002], [-5.13253, -0.55221, 3.23326], [-3.24025, 0.81251, 2.39545], [-1.88518, 3.65261, 4.02280], [-2.48942, 4.43824, 2.63413], [-2.32068, 3.67503, 1.52112], [-1.68445, 2.39841, 1.72627], [-1.39626, 2.26605, 3.06464], [-0.83669, 1.13828, 3.83334], [-0.05364, 1.37054, 4.97119], [0.37740, 0.30296, 5.72944], [0.04773, -0.98320, 5.32695], [-0.70058, -1.12214, 4.17104], [-1.15013, -0.10292, 3.44623], [-2.93219, 5.41941, 2.70819], [-2.62473, 4.00514, 0.53662], [0.22921, 2.38119, 5.23145], [0.98736, 0.47050, 6.60864], [0.37664, -1.85437, 5.87740], [-0.95216, -2.11249, 3.80791], [0.14995, 5.30670, -4.96296], [0.04950, 4.79962, -3.54773], [1.05456, 5.08562, -2.62372], [0.96329, 4.59918, -1.32884], [2.03595, 4.90441, -0.31740], [-0.14381, 3.84272, -0.96058], [-1.15508, 3.48798, -1.87144], [-1.02364, 4.01359, -3.17554], [-2.12102, 2.58774, -1.45282], [-3.45748, 2.67910, -2.05967], [-3.58928, 1.86941, -3.36500], [-4.47005, 2.09005, -1.07354], [-3.90127, 4.13479, -2.29398], [1.13870, 5.71989, -5.16369], [-0.58781, 6.09017, -5.15285], [-0.03324, 4.50153, -5.67627], [1.90920, 5.68399, -2.91995], [2.83720, 5.49109, -0.76743], [2.47596, 3.98593, 0.07692], [1.63213, 5.46347, 0.52904], [-0.25537, 3.55419, 0.07924], [-1.73097, 3.73453, -3.93834], [-3.40614, 0.81015, -3.17380], [-2.87087, 2.19023, -4.11264], [-4.59260, 1.97708, -3.78827], [-4.20453, 1.07028, -0.80973], [-5.46440, 2.06430, -1.52529], [-4.51104, 2.68563, -0.15870], [-3.46814, 4.60328, -3.17804], [-3.64187, 4.74709, -1.42825], [-4.98799, 4.15498, -2.41585], [5.04272, -2.72222, -4.45644], [4.08141, -2.47901, -3.32443], [4.20562, -1.37857, -2.49431], [3.31148, -1.11992, -1.45694], [3.54321, 0.10829, -0.62544], [2.24842, -2.00239, -1.23060], [0.66210, -1.76729, -0.05303], [0.56567, -0.10122, 0.69113], [1.42064, 0.45185, 1.63884], [2.01375, -0.23879, 2.70366], [2.85846, 0.40064, 3.59732], [3.12764, 1.75672, 3.49344], [2.53113, 2.47016, 2.46022], [1.71074, 1.82904, 1.55184], [1.04038, -3.09686, 1.40390], [-0.09395, -3.74201, 1.92109], [-1.49866, -3.50816, 1.41750], [0.03595, -4.66679, 2.95964], [1.26724, -5.00608, 3.48481], [1.39842, -6.01314, 4.59513], [2.39095, -4.40203, 2.93333], [2.30330, -3.46645, 1.91140], [3.59077, -2.86691, 1.41574], [2.10743, -3.12081, -2.07414], [0.95653, -4.09249, -1.94571], [3.02377, -3.34571, -3.09367], [5.80168, -1.94143, -4.50010], [4.51939, -2.73530, -5.41465], [5.54986, -3.68296, -4.34523], [5.01710, -0.67797, -2.66301], [4.33346, 0.71992, -1.06119], [3.83129, -0.13612, 0.39956], [2.63714, 0.70527, -0.57351], [1.79505, -1.28530, 2.84642], [3.29298, -0.17566, 4.40736], [3.78083, 2.24763, 4.20376], [2.71572, 3.53218, 2.34938], [1.29604, 2.37783, 0.71149], [-1.50390, -3.03183, 0.44051], [-2.07093, -2.87086, 2.09779], [-2.02762, -4.46101, 1.34090], [-0.86048, -5.13512, 3.35613], [0.42793, -6.23383, 5.03986], [2.06016, -5.64690, 5.38180], [1.81928, -6.95027, 4.22361], [3.37218, -4.65712, 3.32212], [4.39191, -3.05033, 2.13300], [3.49342, -1.79316, 1.28435], [3.88363, -3.29080, 0.45450], [0.79516, -4.41406, -0.91556], [1.15259, -4.98367, -2.54402], [0.02434, -3.63709, -2.29382], [2.89752, -4.21527, -3.73262]], "atomic_forces_ev_per_a": [[-0.2, -0.1, -0.6], [0.0, 0.0, 0.0], [0.0, 0.0, 0.0], [-0.1, 0.1, 0.1], [0.1, 0.0, 0.1], [0.0, -0.1, -0.1], [0.0, 0.0, 0.2], [0.2, 0.0, -0.2], [-0.2, 0.1, 0.1], [0.1, 0.0, -0.1], [0.0, 0.1, 0.1], [0.0, -0.1, -0.1], [0.0, 0.0, 0.0], [-0.1, 0.0, -0.1], [0.0, 0.0, 0.0], [0.0, 0.0, 0.0], [0.0, 0.0, 0.0], [0.0, 0.0, 0.0], [0.0, 0.0, 0.0], [0.0, 0.0, 0.0], [0.0, 0.0, 0.0], [0.0, 0.0, 0.0], [0.0, -0.1, -0.1], [0.0, 0.0, 0.0], [0.0, 0.0, 0.0], [0.3, -0.1, 0.0], [-0.1, 0.2, 0.1], [0.1, 0.0, 0.0], [0.0, 0.0, 0.0], [0.0, 0.0, 0.0], [0.0, 0.1, 0.0], [0.0, 0.0, 0.0], [0.0, 0.0, 0.0], [0.0, 0.0, 0.0], [0.0, 0.0, 0.0], [0.0, 0.0, 0.0], [0.0, 0.0, 0.0], [0.0, 0.0, 0.0], [0.0, 0.0, 0.0], [0.0, 0.0, 0.0], [0.1, 0.0, 0.1], [0.0, 0.0, 0.0], [0.0, 0.0, 0.1], [0.0, 0.0, 0.0], [0.1, 0.0, -0.1], [-0.2, -0.2, 0.0], [0.1, 0.0, 0.0], [0.2, 0.1, 0.3], [0.0, -0.1, -0.1], [0.1, 0.0, 0.1], [0.0, 0.0, 0.1], [-0.2, 0.0, -0.1], [0.0, 0.0, 0.0], [0.0, 0.0, 0.0], [0.0, 0.0, 0.0], [0.0, 0.0, 0.0], [0.0, 0.0, 0.0], [0.0, 0.1, 0.0], [0.0, 0.0, 0.0], [0.0, 0.0, 0.1], [-0.1, 0.0, -0.1], [0.0, 0.0, 0.0], [0.1, 0.0, -0.1], [0.0, 0.0, 0.0], [0.0, 0.0, 0.0], [0.0, 0.0, 0.0], [0.0, 0.0, 0.0], [0.0, -0.1, 0.1], [0.0, 0.0, 0.0], [0.0, 0.0, 0.0], [0.0, 0.0, 0.0], [0.0, 0.0, 0.0], [0.0, 0.0, 0.0], [0.0, 0.0, 0.0], [0.0, 0.0, -0.1], [-0.1, 0.0, 0.0], [0.0, 0.0, 0.1], [0.0, 0.3, 0.2], [0.0, 0.2, 0.0], [0.0, 0.0, 0.0], [0.0, 0.0, 0.0], [0.0, 0.0, 0.0], [0.0, 0.0, 0.0], [-0.1, -0.2, 0.0], [-0.1, 0.0, -0.1], [0.0, 0.0, 0.0], [0.0, 0.0, 0.0], [0.0, 0.0, 0.0], [0.0, 0.0, 0.0], [0.0, 0.0, 0.0], [0.0, 0.0, 0.0], [0.0, 0.0, 0.0], [0.0, 0.0, 0.0], [0.0, 0.0, 0.0], [0.0, 0.0, 0.0], [0.0, 0.0, 0.1], [0.0, 0.0, 0.0], [0.0, 0.0, 0.0], [0.0, 0.0, 0.0], [0.0, 0.0, 0.0], [0.0, 0.0, 0.0], [0.0, 0.1, 0.0], [0.0, 0.0, 0.0], [0.0, 0.0, 0.0], [0.0, 0.0, 0.0], [0.0, 0.0, 0.0], [0.0, 0.0, 0.0], [0.0, 0.0, 0.1], [0.0, 0.0, 0.0], [0.0, 0.1, 0.0], [0.0, 0.0, 0.0], [0.0, 0.0, 0.0], [0.0, 0.0, 0.0], [0.0, 0.0, 0.0], [0.0, 0.0, 0.0], [0.0, 0.0, 0.0], [0.0, 0.0, 0.0], [0.0, -0.1, 0.0], [0.0, 0.0, 0.0], [0.0, 0.0, 0.0], [0.0, 0.0, 0.0], [0.0, 0.0, 0.0], [0.0, 0.0, 0.0]]}


{"formula": "C53H59FeN4O5", "method": "wB97M-V/def2-TZVPD", "de_lowest_kcal_mol": 2.26, "e_lumo_ev": [-0.523, -2.545], "spin_multiplicity": 6, "charge": 0, "s_squared": 8.90, "homo_lumo_gap_ev": [4.01, 5.40], "energy_ev": -106493.012, "symbols": ["C", "C", "C", "C", "C", "C", "C", "C", "C", "C", "C", "C", "C", "C", "N", "C", "C", "C", "C", "C", "C", "N", "O", "O", "C", "C", "N", "C", "C", "C", "C", "C", "C", "C", "C", "C", "C", "C", "C", "C", "C", "C", "C", "C", "C", "C", "C", "C", "N", "H", "H", "H", "H", "H", "H", "H", "H", "H", "H", "H", "H", "H", "H", "H", "H", "H", "H", "H", "H", "H", "H", "H", "H", "H", "H", "H", "H", "H", "H", "H", "H", "H", "H", "H", "H", "H", "H", "H", "H", "H", "H", "H", "H", "H", "H", "H", "H", "H", "H", "H", "H", "O", "C", "Fe", "C", "O", "C", "O", "C", "C", "C", "C", "C", "C", "C", "H", "H", "H", "H", "H", "H", "H"], "xyz": [[3.17358, 2.32360, 0.53231], [3.72305, 1.34847, -0.49882], [3.32564, 1.81057, -1.90388], [5.24983, 1.44339, -0.37872], [3.27255, -0.14073, -0.32551], [4.04144, -1.08355, -1.01422], [3.86604, -2.44062, -0.79729], [2.87546, -2.88421, 0.07124], [1.93537, -2.00954, 0.60403], [0.69896, -2.57695, 1.37769], [0.55701, -1.96851, 2.77846], [0.82329, -4.07342, 1.64961], [-0.56358, -2.41325, 0.53021], [2.12748, -0.62822, 0.35155], [1.07690, 0.28703, 0.75829], [0.08102, 0.82798, -0.01738], [-0.20666, 0.29115, -1.25703], [-1.11506, 0.95714, -2.18830], [-2.51553, 0.77903, -2.07104], [-3.39435, 1.65493, -2.67384], [-2.85025, 2.73696, -3.39671], [-3.60698, 3.94258, -3.46357], [-2.99066, 4.99619, -3.76286], [-4.82581, 3.91956, -3.18376], [-1.48389, 2.79694, -3.73660], [-0.62919, 1.87650, -3.15721], [-0.50749, 1.84488, 0.77141], [-1.67819, 2.68744, 0.53366], [-2.97357, 2.25109, 0.91153], [-3.39726, 1.04607, 1.79645], [-4.17132, 1.54764, 3.02912], [-2.26138, 0.18224, 2.30667], [-4.30887, 0.13120, 0.97128], [-4.07638, 3.01676, 0.50058], [-3.92831, 4.18702, -0.21068], [-2.65466, 4.66499, -0.46004], [-1.51401, 3.99927, -0.00885], [-0.16866, 4.77123, -0.17688], [-0.39316, 6.19930, -0.70211], [0.67507, 4.03091, -1.20578], [0.58774, 4.94686, 1.14160], [0.19473, 1.83014, 2.00056], [-0.05336, 2.59276, 3.23172], [-1.15424, 3.44449, 3.49338], [-1.23977, 4.15070, 4.69154], [-0.24459, 4.02512, 5.66170], [0.83950, 3.17004, 5.43865], [0.92960, 2.45771, 4.24662], [1.18807, 0.95656, 1.96924], [3.34372, 1.98340, 1.55913], [3.65649, 3.30976, 0.41455], [2.10431, 2.49671, 0.39284], [3.87671, 1.24095, -2.66196], [2.25300, 1.65894, -2.08798], [3.55471, 2.87710, -2.04026], [5.75913, 0.90260, -1.18111], [5.55511, 2.49609, -0.43594], [5.58186, 1.03542, 0.58290], [4.80586, -0.75427, -1.72074], [4.51821, -3.16608, -1.27632], [2.83010, -3.93772, 0.32726], [0.60289, -0.88298, 2.80026], [-0.39865, -2.27477, 3.22672], [1.37763, -2.33306, 3.41035], [0.80650, -4.64930, 0.72649], [1.73630, -4.30207, 2.20844], [-0.04398, -4.41620, 2.22863], [-0.51688, -3.07497, -0.34534], [-1.47279, -2.64326, 1.10275], [-0.65651, -1.40019, 0.14174], [0.34369, -0.60056, -1.54702], [-2.88550, -0.04627, -1.46426], [-4.47288, 1.59649, -2.54387], [-1.13104, 3.59861, -4.38217], [0.44385, 1.89752, -3.35825], [-5.07673, 2.09721, 2.75433], [-4.47437, 0.69720, 3.65475], [-3.54012, 2.20215, 3.64238], [-1.60559, -0.12123, 1.48469], [-1.66535, 0.68295, 3.08007], [-2.66962, -0.74342, 2.74653], [-3.73290, -0.33039, 0.16228], [-4.70883, -0.67050, 1.60705], [-5.14966, 0.66990, 0.52320], [-5.08844, 2.69991, 0.74238], [-4.79287, 4.75030, -0.55429], [-2.58962, 5.59580, -1.01754], [-1.04696, 6.76697, -0.02823], [0.56504, 6.73244, -0.75501], [-0.81756, 6.19168, -1.71288], [0.65485, 2.95213, -1.00751], [0.25487, 4.17870, -2.21094], [1.72035, 4.37679, -1.20245], [0.95241, 3.99796, 1.53866], [1.46588, 5.59681, 0.99230], [-0.06342, 5.40624, 1.89797], [-1.93134, 3.56396, 2.74142], [-2.09367, 4.80798, 4.85223], [-0.31069, 4.60426, 6.57869], [1.62510, 3.06573, 6.18351], [1.75878, 1.77777, 4.04960], [1.85103, -11.27513, -2.10692], [1.43066, -10.19460, -2.23038], [1.39773, -8.46357, -2.03173], [2.23947, -8.35488, -0.47211], [3.01841, -8.26625, 0.38779], [2.87097, -8.10031, -2.87602], [3.92016, -8.15200, -3.37826], [0.29078, -4.71760, -2.25995], [0.28449, -5.15144, -3.59800], [0.41913, -6.44634, -4.10888], [0.02281, -7.69724, -3.55431], [-0.54966, -7.86016, -2.25279], [-0.16752, -6.99863, -1.19509], [0.47902, -5.74283, -1.30042], [0.37016, -3.65187, -2.03635], [0.28215, -4.34967, -4.33919], [0.83116, -6.51406, -5.13158], [-0.08625, -8.52548, -4.27853], [-1.25016, -8.68040, -2.04932], [-0.49102, -7.32889, -0.18904], [1.28993, -5.59734, -0.57692]], "atomic_forces_ev_per_a": [[-0.3, 0.4, 0.2], [-0.1, -0.2, -0.1], [-0.2, 0.0, -0.3], [0.2, -0.2, 0.0], [-0.4, 0.6, -0.4], [0.1, -0.3, 0.2], [0.0, 0.1, 0.1], [0.1, -0.1, 0.0], [-0.5, 0.1, 0.2], [0.3, -0.1, 0.2], [0.1, 0.4, 0.2], [0.2, -0.3, -0.1], [-0.1, 0.2, -0.3], [0.2, -0.3, -0.1], [0.1, 1.8, 1.3], [0.3, 0.3, 1.7], [-0.4, 0.6, -1.2], [-0.5, 0.0, -0.5], [-0.1, 0.2, 0.0], [0.2, -0.6, 0.1], [-1.0, 1.9, 0.4], [1.0, -1.4, -0.2], [0.0, 0.4, -0.2], [-0.4, 0.0, 0.1], [0.5, -0.6, 0.1], [-0.1, 0.0, 0.2], [1.3, -0.6, 1.2], [-0.8, 0.6, -0.2], [-0.3, -0.2, 0.0], [0.0, -0.1, -0.2], [0.0, 0.2, 0.1], [0.4, -0.5, 0.1], [-0.2, -0.2, -0.1], [0.2, 0.3, 0.1], [-0.1, -0.1, -0.1], [-0.1, 0.1, 0.2], [0.3, 0.2, -0.5], [-0.1, 0.0, -0.3], [-0.1, 0.1, -0.1], [0.2, -0.2, -0.4], [0.0, -0.2, 0.3], [0.2, -0.9, -1.5], [0.0, 0.7, 1.3], [0.4, -0.4, -0.4], [0.2, -0.2, -0.1], [0.0, -0.1, -0.3], [-0.2, 0.0, -0.3], [-0.3, 0.0, -0.5], [-1.3, -0.4, -1.0], [0.0, 0.1, -0.2], [-0.1, -0.4, 0.0], [0.3, 0.0, 0.1], [-0.1, 0.1, 0.1], [0.2, 0.1, 0.1], [-0.1, -0.3, 0.0], [0.0, 0.1, 0.2], [-0.1, -0.2, 0.0], [0.0, 0.1, -0.1], [-0.2, -0.1, 0.4], [-0.1, 0.1, 0.0], [-0.1, 0.2, -0.2], [-0.1, -0.2, 0.1], [0.3, 0.0, -0.1], [-0.2, 0.1, -0.1], [0.0, 0.2, 0.3], [-0.1, -0.1, 0.0], [0.2, 0.2, 0.0], [-0.1, 0.1, 0.3], [0.3, 0.0, -0.1], [-0.3, -0.3, 0.2], [0.3, 0.1, 0.1], [0.1, 0.3, -0.2], [0.3, 0.0, 0.0], [-0.1, -0.3, 0.1], [-0.3, 0.1, 0.0], [0.2, -0.1, 0.1], [0.1, 0.1, -0.2], [-0.2, -0.1, -0.1], [-0.2, -0.1, 0.3], [-0.2, -0.2, -0.1], [0.1, 0.3, -0.1], [-0.2, 0.0, 0.2], [0.1, 0.2, -0.1], [0.2, -0.2, 0.1], [0.3, 0.0, 0.0], [0.2, -0.2, 0.0], [0.1, -0.3, 0.3], [0.1, 0.0, -0.2], [-0.1, -0.2, 0.0], [0.0, 0.1, 0.2], [0.2, 0.5, -0.3], [0.2, -0.1, 0.3], [-0.3, 0.0, 0.0], [0.0, 0.3, 0.0], [-0.3, -0.2, 0.0], [0.2, -0.1, -0.1], [0.2, 0.1, 0.3], [0.2, -0.2, 0.0], [0.0, -0.1, -0.1], [-0.2, 0.0, -0.1], [-0.2, 0.3, 0.2], [-1.5, 1.9, -0.7], [2.4, -4.2, 0.7], [-2.1, 2.2, 1.4], [2.8, -0.4, 2.2], [-2.0, 0.0, -1.5], [3.7, -0.7, -2.1], [-2.0, 0.6, 1.0], [0.1, -1.4, -3.6], [0.0, 2.7, 1.9], [0.0, -1.9, -1.0], [-0.5, 0.4, -0.8], [-1.1, 1.1, -0.2], [-0.6, -1.1, -0.2], [1.1, -0.2, 1.9], [-0.1, -0.4, 0.0], [0.0, -0.2, 0.0], [-0.4, 0.1, 0.6], [0.0, 0.5, 0.5], [0.6, 0.2, -0.1], [0.4, 0.2, -0.4], [-0.6, 0.1, -0.1]]}